82
Properties=species:S:1:pos:R:3 method="wB97M-V/def2-TZVPD" charge=+2 s_squared=2.05 homo_energy_ev="-12.57 / -14.37" homo_lumo_gap_ev="5.960 / 5.368" spin_multiplicity=3 fmax_ev_per_a=3.85
N -5.54 -1.48 4.21
C -4.41 -0.87 4.58
C -3.85 0.18 3.83
C -4.50 0.60 2.63
C -5.75 -0.02 2.32
C -6.20 -1.06 3.14
C -3.80 1.47 1.72
Pt 0.15 0.55 -1.97
P 2.57 0.55 -1.97
C -4.13 1.59 0.40
C -3.25 2.15 -0.56
C -3.38 1.66 -1.89
C -2.23 1.68 -2.64
C -1.10 2.03 -1.85
C -1.06 3.06 -0.88
C -2.22 3.06 -0.13
Br 0.83 2.51 -3.52
H -2.96 2.03 2.13
H -5.15 1.37 0.06
H -2.88 0.60 4.11
H -6.31 0.25 1.42
H -3.88 -1.24 5.46
H -7.13 -1.59 2.88
H -4.27 1.12 -2.22
H -2.32 3.61 0.80
H -2.10 1.40 -3.69
H -0.17 3.66 -0.75
P -0.38 -1.42 -1.07
C 2.82 1.98 -0.82
C 3.70 3.10 -1.36
H 3.22 1.59 0.13
H 1.81 2.34 -0.60
H 3.66 3.97 -0.68
H 4.76 2.80 -1.44
H 3.35 3.44 -2.34
C 2.90 0.54 -3.79
C 4.32 0.50 -4.31
H 2.42 1.47 -4.23
H 2.31 -0.30 -4.19
H 4.33 0.70 -5.40
H 4.95 1.27 -3.84
H 4.76 -0.49 -4.16
C 3.60 -0.75 -1.27
C 5.08 -0.36 -1.17
H 3.47 -1.65 -1.88
H 3.18 -0.97 -0.28
H 5.68 -1.20 -0.81
H 5.49 -0.06 -2.14
H 5.22 0.46 -0.46
C 0.51 -2.36 0.21
C 1.70 -3.23 -0.22
H -0.24 -3.01 0.67
H 0.79 -1.61 0.96
H 1.50 -4.28 0.03
H 1.92 -3.18 -1.30
H 2.60 -2.93 0.34
C -0.51 -2.63 -2.45
C -1.41 -2.12 -3.57
H -0.88 -3.57 -2.01
H 0.51 -2.82 -2.82
H -1.01 -2.42 -4.54
H -2.43 -2.53 -3.47
H -1.50 -1.02 -3.57
C -2.10 -1.46 -0.34
C -2.34 -2.04 1.06
H -2.68 -2.03 -1.08
H -2.44 -0.41 -0.37
H -3.42 -1.94 1.28
H -2.11 -3.11 1.13
H -1.79 -1.49 1.85
C 0.79 1.24 4.56
N 1.67 0.43 3.72
C 2.71 -0.37 4.35
C 1.37 0.23 2.42
O 0.39 0.71 1.84
H 1.27 1.30 5.54
H -0.20 0.78 4.66
H 0.69 2.23 4.13
H 2.48 -1.45 4.30
H 3.67 -0.22 3.85
H 2.79 -0.08 5.40
H 2.11 -0.42 1.91